[1]
This record from the Open Molecules 2025 dataset describes one molecule with the formula C7H10O2. The level of theory is ωB97M-V with the def2-TZVPD basis set.

Positions of all 19 atoms, in Å:
C (0.8083, 1.4970, -1.8236)
C (-0.6152, -1.1128, 2.5530)
C (1.1168, 0.1081, -1.3630)
C (0.1299, -0.4664, 1.7466)
C (-1.1562, -0.5365, -0.7149)
C (0.2234, -0.7984, -0.8926)
C (-0.2051, 0.8085, 1.1006)
O (-1.1458, 0.7061, 0.1599)
O (0.2291, 1.8773, 1.4395)
H (-0.0670, 1.4305, -2.5039)
H (0.2782, 1.9350, -0.8920)
H (-0.2547, -2.0180, 2.8939)
H (-1.5621, -0.7148, 2.9190)
H (2.1340, -0.3222, -1.5347)
H (1.1066, -0.9062, 1.4418)
H (-1.6782, -0.2820, -1.6640)
H (-1.7234, -1.4174, -0.0746)
H (0.6560, -1.8226, -0.5697)
H (1.7254, 2.0347, -2.2214)

Atoms 1-2, force components in eV/Å:
-0.9 0.2 1.4
-2.5 0.2 1.6

Energy above the lowest of the compared OMol25 structures with the same formula, charge and spin (kJ/mol): 269.2
LUMO energy (eV): 0.745
2S+1: 1
Gap between HOMO and LUMO (eV): 10.2

[2]
This record from the Open Molecules 2025 dataset describes a 2-piece molecular cluster, C3HCl2NO overall. The level of theory is ωB97M-V with the def2-TZVPD basis set.

Positions of all 8 atoms, in Å:
C (-1.5054, -0.3534, 1.0365)
C (-1.0126, -1.2104, 0.3957)
C (0.9776, 1.1684, -0.2560)
N (1.5705, 0.3262, -0.7821)
O (2.3066, -0.5548, -1.1080)
Cl (-0.1276, -2.2652, -0.4296)
Cl (-0.0441, 2.3459, 0.0143)
H (-2.1651, 0.5431, 1.1293)

Atoms 1-2, force components in eV/Å:
-2.9 3.6 0.8
1.1 -1.3 -0.7

Energy above the lowest of the compared OMol25 structures with the same formula, charge and spin (kJ/mol): 494.8
LUMO energy (eV): 0.352
2S+1: 1
Gap between HOMO and LUMO (eV): 9.9

[3]
This record from the Open Molecules 2025 dataset describes C32H40BCl5F2LaN4O3P as an isolated structure. The level of theory is ωB97M-V with the def2-TZVPD basis set.

Positions of all 89 atoms, in Å:
La (0.1250, -0.1640, -0.2677)
O (-1.4023, -2.5893, -3.7208)
C (-2.4392, -1.8151, -4.1197)
C (-3.0927, -2.1091, -5.3069)
C (-4.1610, -1.3308, -5.7341)
C (-4.5850, -0.2632, -4.9568)
C (-3.9438, 0.0382, -3.7733)
C (-2.8538, -0.7166, -3.3274)
C (-2.1812, -0.4216, -2.0662)
O (-1.2686, -1.2699, -1.6133)
N (-2.5733, 0.6416, -1.4177)
N (-1.9142, 1.0057, -0.2822)
C (-2.7660, 1.5626, 0.5951)
C (-2.5700, 2.1229, 1.8574)
C (-3.7372, 2.6331, 2.5150)
C (-3.7188, 3.2112, 3.7469)
C (-2.5148, 3.3409, 4.4504)
C (-1.3601, 2.8238, 3.8835)
C (-1.3701, 2.2170, 2.6447)
O (-0.2039, 1.6183, 2.1309)
H (-1.2141, -2.2119, -2.7805)
H (-2.7700, -2.9640, -5.8889)
H (-4.6619, -1.5674, -6.6652)
H (-5.4288, 0.3347, -5.2766)
H (-4.2693, 0.8630, -3.1600)
H (-3.8117, 1.5643, 0.2740)
H (-4.6764, 2.5367, 1.9864)
H (-4.6370, 3.5710, 4.1960)
H (-2.4887, 3.8063, 5.4248)
H (-0.4376, 2.8864, 4.4435)
Cl (-2.1002, -1.1934, 2.1607)
C (-0.6335, -2.0658, 2.4421)
C (0.3622, -1.8460, 1.4941)
C (1.5464, -2.5351, 1.6974)
Cl (2.8016, -2.1301, 0.5819)
C (1.7404, -3.4545, 2.7326)
Cl (3.1691, -4.4210, 2.8200)
C (0.7257, -3.6149, 3.6710)
Cl (0.9347, -4.7145, 4.9857)
C (-0.4589, -2.8989, 3.5500)
Cl (-1.6841, -3.0648, 4.7535)
N (1.3986, -1.9465, -2.2848)
H (2.3643, -1.9184, -2.5923)
H (0.8015, -1.8255, -3.0971)
H (1.2101, -2.8777, -1.9262)
C (2.3787, 4.0214, 0.0127)
C (3.4024, 3.5368, -1.0163)
C (4.1014, 4.7333, -1.6605)
C (4.4239, 2.7154, -0.2259)
P (2.4437, 2.2132, -2.1248)
N (1.5425, 1.3452, -1.2926)
C (3.8506, 1.2202, -3.1109)
C (4.3147, 0.1344, -2.1393)
C (3.1127, 0.5060, -4.2425)
C (5.0549, 1.9592, -3.6853)
C (1.4900, 3.2442, -3.4943)
C (0.6854, 4.2861, -2.7207)
C (0.4531, 2.2862, -4.0854)
C (2.2642, 3.9373, -4.6117)
H (2.8771, 4.3348, 0.9325)
H (1.7108, 3.1945, 0.2526)
H (1.7814, 4.8541, -0.3432)
H (4.6387, 5.2938, -0.8887)
H (3.3936, 5.4153, -2.1269)
H (4.8200, 4.4229, -2.4146)
H (4.7674, 3.2643, 0.6556)
H (5.3025, 2.4684, -0.8179)
H (3.9467, 1.7987, 0.1165)
H (3.4587, -0.1733, -1.5365)
H (5.1020, 0.4775, -1.4757)
H (4.7029, -0.7323, -2.6789)
H (2.1691, 0.1262, -3.8577)
H (3.7018, -0.3344, -4.6199)
H (2.9184, 1.1654, -5.0841)
H (5.6813, 2.3697, -2.8978)
H (4.7526, 2.7681, -4.3443)
H (5.6693, 1.2632, -4.2646)
H (0.2106, 3.8034, -1.8688)
H (-0.0995, 4.7047, -3.3553)
H (1.3043, 5.1102, -2.3774)
H (0.1020, 1.6139, -3.2986)
H (0.8434, 1.6963, -4.9098)
H (-0.4104, 2.8383, -4.4619)
H (3.0353, 4.5914, -4.2140)
H (1.5746, 4.5422, -5.2081)
H (2.7302, 3.2180, -5.2803)
F (1.9143, 0.8531, 1.8688)
B (1.0469, 1.6829, 2.4979)
F (1.6270, 2.4433, 3.4404)

Atoms 1-2, force components in eV/Å:
2.4 0.8 0.4
-0.1 0.4 0.5

Energy above the lowest of the compared OMol25 structures with the same formula, charge and spin (kJ/mol): 194.3
LUMO energy (spin up / spin down) (eV): 3.581 / 3.623
Total charge: -2
2S+1: 1
Gap between HOMO and LUMO (spin up / spin down) (eV): 4.6 / 1.4

[4]
This record from the Open Molecules 2025 dataset describes C47H46GaINO16S2 as an isolated structure. The level of theory is ωB97M-V with the def2-TZVPD basis set.

Positions of all 114 atoms, in Å:
C (4.2078, -2.6847, 0.2695)
C (3.4911, -3.4463, -0.8680)
C (3.8839, -2.9245, -2.2436)
I (5.9955, -3.2459, -2.5818)
Ga (3.1750, -1.0024, -2.4303)
C (4.5072, 0.5310, -2.2253)
N (5.8427, 0.3784, -2.8749)
S (1.9156, -0.7876, -4.3906)
C (0.5807, 0.2861, -3.7981)
C (-0.7912, -0.2191, -4.1349)
O (-1.0435, -0.9168, -5.0078)
O (-1.7594, 0.2245, -3.2583)
C (-2.6982, -0.8012, -2.9631)
C (-3.4997, -0.4632, -1.7121)
C (-2.6669, 0.2693, -0.6693)
O (-4.0359, -1.6200, -1.0610)
C (-4.9363, -2.2755, -1.8472)
O (-4.6056, -3.0745, -2.5866)
C (-6.4419, -1.9481, -1.6714)
S (-7.4576, -3.4011, -2.0883)
H (3.4464, -2.1292, 0.8087)
H (4.6667, -3.3697, 0.9693)
H (4.9054, -1.9597, -0.1224)
H (3.6625, -4.5165, -0.7810)
H (2.4284, -3.2865, -0.7428)
H (3.3684, -3.5397, -2.9709)
H (2.0840, -0.8149, -1.2379)
H (4.6574, 0.7361, -1.1656)
H (4.0450, 1.4139, -2.6738)
H (6.4662, 0.0098, -2.1760)
H (5.8201, -0.2476, -3.6644)
H (0.6799, 1.3096, -4.1408)
H (0.6440, 0.3317, -2.7151)
H (-2.2557, -1.7800, -2.8386)
H (-3.3805, -0.8914, -3.7997)
H (-4.2929, 0.2241, -2.0054)
H (-2.2247, -0.4863, -0.0366)
H (-1.8941, 0.8770, -1.1099)
H (-3.2939, 0.8784, -0.0343)
H (-6.7387, -1.1098, -2.2773)
H (-6.6107, -1.7781, -0.6174)
H (-7.1142, -4.2990, -1.1569)
C (-9.9308, -3.6984, 3.7634)
C (-8.8797, -3.2547, 3.0792)
C (-8.6718, -3.6274, 1.6631)
O (-7.7126, -3.2262, 1.0347)
C (-9.6825, -4.5123, 1.0310)
C (-10.7337, -4.9561, 1.7138)
C (-10.9417, -4.5840, 3.1350)
O (-11.9009, -4.9867, 3.7576)
H (-10.0990, -3.4382, 4.8008)
H (-8.1337, -2.6092, 3.5181)
H (-9.5135, -4.7700, -0.0069)
H (-11.4811, -5.6025, 1.2717)
C (-3.9812, -0.9927, 5.3443)
C (-2.9897, -0.4036, 4.6925)
C (-2.7068, -0.7199, 3.2699)
O (-1.7998, -0.1808, 2.6863)
C (-3.5785, -1.7195, 2.6023)
C (-4.5753, -2.3088, 3.2592)
C (-4.8513, -1.9889, 4.6815)
O (-5.7625, -2.5242, 5.2848)
H (-4.1991, -0.7750, 6.3828)
H (-2.3435, 0.3279, 5.1609)
H (-3.3596, -1.9364, 1.5638)
H (-5.2246, -3.0399, 2.7923)
C (7.2685, 4.1520, 0.7123)
C (6.3721, 3.2301, 0.3692)
C (5.7872, 2.3131, 1.3818)
O (4.9703, 1.4779, 1.0715)
C (6.2435, 2.4655, 2.7884)
C (7.1400, 3.3878, 3.1269)
C (7.7220, 4.3050, 2.1151)
O (8.5388, 5.1479, 2.4281)
H (7.7076, 4.8283, -0.0108)
H (6.0329, 3.1020, -0.6537)
H (5.8057, 1.7886, 3.5112)
H (7.4851, 3.5149, 4.1454)
C (7.5906, -0.9426, -7.6804)
C (8.7176, -0.9742, -8.3865)
C (10.0399, -1.0839, -7.7228)
O (11.0685, -1.1107, -8.3690)
C (10.0583, -1.1588, -6.2420)
C (8.9326, -1.1274, -5.5334)
C (7.6083, -1.0175, -6.1965)
O (6.5876, -0.9910, -5.5524)
H (6.6158, -0.8623, -8.1446)
H (8.7259, -0.9215, -9.4679)
H (11.0331, -1.2392, -5.7779)
H (8.9234, -1.1799, -4.4518)
C (6.8609, 6.5830, -3.2154)
C (6.3235, 7.7969, -3.1362)
C (4.9412, 7.9966, -2.6325)
O (4.4522, 9.1050, -2.5630)
C (4.1825, 6.7907, -2.2195)
C (4.7185, 5.5754, -2.2978)
C (6.1015, 5.3752, -2.8011)
O (6.5879, 4.2691, -2.8687)
H (7.8666, 6.4160, -3.5803)
H (6.8606, 8.6893, -3.4319)
H (3.1768, 6.9576, -1.8553)
H (4.1807, 4.6821, -2.0030)
C (-7.0229, 0.1041, 7.4264)
C (-8.3155, -0.1716, 7.5712)
C (-9.1381, 0.5140, 8.5985)
O (-10.3164, 0.2635, 8.7340)
C (-8.4616, 1.5200, 9.4568)
C (-7.1684, 1.7949, 9.3115)
C (-6.3477, 1.1080, 8.2833)
O (-5.1682, 1.3577, 8.1476)
H (-6.4083, -0.3870, 6.6838)
H (-8.8246, -0.9013, 6.9545)
H (-9.0784, 2.0096, 10.1996)
H (-6.6572, 2.5237, 9.9276)

Atoms 1-2, force components in eV/Å:
-1.1 -0.3 -0.1
0.9 0.3 0.2

LUMO energy (eV): -0.718
Total charge: -1
2S+1: 1
Gap between HOMO and LUMO (eV): 3.3

[5]
This record from the Open Molecules 2025 dataset describes a 5-piece molecular cluster, C28H46BrClNO11 overall. The level of theory is ωB97M-V with the def2-TZVPD basis set.

Positions of all 88 atoms, in Å:
C (-3.4360, -1.5619, 2.8506)
O (-2.6763, -0.3562, 2.8660)
C (-2.5268, 0.0981, 4.1998)
C (-1.2579, 0.9566, 4.3616)
C (-0.4530, 1.1259, 3.0781)
C (0.3135, -0.1270, 2.6579)
C (1.3290, -0.6211, 3.7143)
C (2.6668, -0.8948, 3.0219)
C (2.5118, -1.9524, 1.9099)
C (3.0679, -1.4967, 0.5423)
C (2.1673, -1.7947, -0.6478)
N (2.1256, -3.2006, -1.0417)
Br (1.9019, -3.3717, -2.8957)
C (1.2133, -4.0195, -0.2992)
Cl (-0.4967, -3.4120, -0.3714)
C (1.2613, -5.5189, -0.8526)
O (2.4084, -6.0174, -0.9642)
O (0.1724, -6.0525, -1.0818)
H (-2.8538, -2.3497, 3.3322)
H (-3.6974, -1.8618, 1.8470)
H (-4.3427, -1.3878, 3.4320)
H (-3.4156, 0.6924, 4.4278)
H (-2.4754, -0.7543, 4.8754)
H (-0.6484, 0.5773, 5.1746)
H (-1.5695, 1.9540, 4.6730)
H (-1.1076, 1.4258, 2.2671)
H (0.2889, 1.9133, 3.2166)
H (-0.3539, -0.9288, 2.3705)
H (0.8915, 0.1497, 1.7772)
H (1.4460, 0.1379, 4.4871)
H (0.9908, -1.5447, 4.1793)
H (2.9903, 0.0568, 2.6029)
H (3.4168, -1.2396, 3.7285)
H (3.1201, -2.8005, 2.2197)
H (1.4933, -2.3151, 1.8306)
H (4.0785, -1.8615, 0.3869)
H (3.1354, -0.4166, 0.5934)
H (2.5826, -1.2561, -1.4927)
H (1.1852, -1.3482, -0.4623)
H (1.5440, -4.1033, 0.7242)
O (-6.5194, -4.2469, 2.0719)
C (-6.4958, -3.5927, 1.0702)
O (-6.1174, -2.2960, 1.0488)
C (-6.2992, -1.7474, -0.2756)
C (-6.2954, -2.9522, -1.2053)
C (-6.9078, -4.0359, -0.3216)
H (-7.2378, -1.2077, -0.2976)
H (-5.4898, -1.0536, -0.4902)
H (-6.8347, -2.7761, -2.1342)
H (-5.2696, -3.2243, -1.4586)
H (-7.9977, -4.0437, -0.3769)
H (-6.5138, -5.0238, -0.5418)
O (-7.8771, 0.8590, -0.9198)
C (-7.8530, 1.4440, 0.1234)
O (-7.3479, 0.8997, 1.2519)
C (-7.5463, 1.7853, 2.3653)
C (-7.7205, 3.1659, 1.7473)
C (-8.3880, 2.8338, 0.4137)
H (-8.4334, 1.4587, 2.9123)
H (-6.6851, 1.7254, 3.0258)
H (-8.2919, 3.8479, 2.3742)
H (-6.7434, 3.6153, 1.5658)
H (-9.4742, 2.7789, 0.4992)
H (-8.1090, 3.5264, -0.3749)
O (5.8212, 1.2008, 0.7169)
C (5.4458, 1.2521, -0.4164)
O (4.1329, 1.2406, -0.7564)
C (3.9971, 1.2025, -2.1887)
C (5.3094, 1.7500, -2.7305)
C (6.3044, 1.2961, -1.6663)
H (3.8222, 0.1688, -2.4919)
H (3.1394, 1.8039, -2.4818)
H (5.5400, 1.3959, -3.7339)
H (5.2754, 2.8368, -2.7584)
H (6.6858, 0.2923, -1.8613)
H (7.1277, 1.9947, -1.5461)
O (8.3396, 3.7862, -3.0729)
C (7.9653, 3.8330, -4.2055)
O (6.6527, 3.8294, -4.5476)
C (6.5170, 3.7815, -5.9788)
C (7.8344, 4.3143, -6.5243)
C (8.8252, 3.8612, -5.4550)
H (6.3332, 2.7460, -6.2739)
H (5.6654, 4.3884, -6.2762)
H (8.0622, 3.9521, -7.5249)
H (7.8061, 5.4044, -6.5600)
H (9.1996, 2.8541, -5.6430)
H (9.6540, 4.5525, -5.3355)

Atoms 1-2, force components in eV/Å:
0.2 0.5 0.6
-0.1 -0.4 -0.2

LUMO energy (eV): 1.728
Total charge: -1
2S+1: 1
Gap between HOMO and LUMO (eV): 6.1